(1)
Below is one molecule with the formula C4H8O2, with properties calculated with ωB97M-V with the def2-TZVPD basis set.

CARTESIAN COORDINATES (ANGSTROEM)
C: -0.8790 0.5662 -1.7733
C: -0.7066 0.7268 -0.2674
O: -1.9237 0.5284 0.4007
C: 0.3558 -0.2729 0.1881
O: -0.0044 -0.9151 1.2541
C: 1.7393 -0.9335 1.3030
H: 0.0528 0.8245 -2.2866
H: -1.6830 1.2109 -2.1373
H: -1.1303 -0.4721 -2.0148
H: -0.3032 1.7348 -0.0543
H: -1.7197 -0.0441 1.1633
H: 1.9979 -1.8266 0.7463
H: 1.7194 -1.0923 2.3880
H: 2.4223 -0.1118 1.0729

Charge: 0
ΔE to the lowest compared entry with this formula, charge and spin, kJ/mol: 553.8
Kohn-Sham gap, eV: 8.62
Largest force on an atom, eV/Å: 0.63

(2)
Below is C5H13N2 as an isolated structure, with properties calculated with ωB97M-V with the def2-TZVPD basis set.

CARTESIAN COORDINATES (ANGSTROEM)
C: -2.7051 0.2120 -0.0971
C: -1.2904 -0.2738 0.1393
C: -0.2631 0.5606 -0.6063
C: 1.1641 -0.0971 -0.6036
C: 1.5885 -0.3501 0.8888
N: 0.6892 -1.1157 1.5742
N: 1.8525 0.5737 -1.6310
H: -2.7018 1.2713 -0.3688
H: -3.1381 -0.3040 -0.9589
H: -3.4306 0.1428 0.7114
H: -1.2042 -1.3564 0.0755
H: 1.1266 -1.4453 2.4541
H: -0.6119 0.5150 -1.6409
H: -0.1368 1.5741 -0.2250
H: 2.5633 -0.9020 0.8312
H: -0.9836 -0.0685 1.2213
H: 1.7870 0.5876 1.4596
H: 2.8658 0.4279 -1.6313
H: 1.8165 1.1821 -0.6287
H: 1.0120 -1.1341 -0.9637

Charge: +1
ΔE to the lowest compared entry with this formula, charge and spin, kJ/mol: 899.2
Kohn-Sham gap, eV: 5.59
Largest force on an atom, eV/Å: 7.14

(3)
Below is a 2-piece molecular cluster, C4H10IN2S overall, with properties calculated with ωB97M-V with the def2-TZVPD basis set.

CARTESIAN COORDINATES (ANGSTROEM)
C: -0.1176 -0.9862 -1.3380
C: -0.2466 0.4564 -1.0798
C: 0.5522 -0.3342 -0.1303
C: -1.2443 -1.9850 -1.2261
N: 0.7141 2.2130 1.3745
N: 0.0794 -0.3748 1.2355
S: -0.8018 1.9304 -1.3656
I: 2.7248 -0.1254 -0.1492
H: 0.5621 -1.2323 -2.1501
H: -0.8265 -2.9859 -1.1235
H: -1.8473 -1.9600 -2.1315
H: -1.8913 -1.7816 -0.3755
H: 0.4898 1.1704 1.5605
H: 1.7234 2.3735 1.3672
H: -0.9330 -0.4712 1.2623
H: 0.4826 -1.1511 1.7547
H: 0.2782 2.8085 2.0825
H: 0.3017 2.4354 0.4325

Charge: +1
ΔE to the lowest compared entry with this formula, charge and spin, kJ/mol: 0.0
Kohn-Sham gap, eV: 7.94
Largest force on an atom, eV/Å: 0.87

(4)
Below is CH17MnO12P as an isolated structure, with properties calculated with ωB97M-V with the def2-TZVPD basis set.

CARTESIAN COORDINATES (ANGSTROEM)
Mn: -2.1068 -0.4809 1.3408
C: 0.9632 0.0721 0.1711
O: 0.0275 -0.3966 1.0787
H: 1.9449 -0.1402 0.6342
H: 1.0418 -0.4131 -0.8160
H: 0.8422 1.1445 -0.0465
P: -3.9119 0.3329 -0.4472
O: -4.6128 -0.9054 -1.0595
O: -4.1649 1.6812 -1.0775
O: -2.3964 -0.1061 -0.6011
O: -3.8992 0.3198 1.1404
O: 0.8698 -0.8535 3.6783
H: 0.1195 -0.4498 4.1228
H: 0.7139 -0.6538 2.7186
O: -0.9502 1.4994 -2.4642
H: -0.5227 2.3415 -2.2769
H: -1.4246 1.2692 -1.6206
O: 4.5110 1.4434 -0.4515
H: 4.5037 0.4783 -0.4782
H: 4.7557 1.7088 -1.3429
O: -1.6373 1.4990 2.2593
H: -1.0854 2.1632 1.8308
H: -2.2795 1.9870 2.7881
O: 0.8436 -3.1676 1.7721
H: -0.1007 -3.1337 1.6001
H: 1.1037 -2.2421 1.7279
O: 2.6995 -0.1212 -2.9148
H: 1.9876 0.2611 -2.3766
H: 3.2020 0.6377 -3.2243
O: -0.7246 -2.0134 -1.8749
H: -0.2119 -1.5449 -1.2091
H: -0.1007 -2.2167 -2.5816

Multiplicity: 6
Charge: -2
Kohn-Sham gap (alpha / beta), eV: 4.11 / 4.12
Largest force on an atom, eV/Å: 3.62

(5)
Below is C7H14OPRuS as an isolated structure, with properties calculated with ωB97M-V with the def2-TZVPD basis set.

CARTESIAN COORDINATES (ANGSTROEM)
C: -0.7568 0.7134 -2.4443
C: -1.3835 1.9028 -2.9589
C: -0.3324 2.8032 -3.2790
C: 0.9277 2.2478 -2.9640
C: 0.6712 0.9643 -2.3629
Ru: 0.2921 -1.0396 -0.1405
P: 0.1612 -3.0452 -1.0105
H: -1.2042 -0.2256 -2.1053
H: -2.4561 2.0970 -2.9502
H: -0.4855 3.7657 -3.7508
H: 1.3548 0.2570 -1.9027
H: 1.9055 2.7176 -3.0559
H: 1.2859 -3.5505 -1.7671
H: -0.8898 -3.3328 -1.9605
H: -0.0211 -4.1325 -0.0689
C: 0.5463 -1.5154 3.7950
S: -0.3180 -0.5951 2.4769
C: -0.5244 1.1082 3.1287
O: 0.9444 -0.3396 1.3910
H: -0.0757 -1.4264 4.6943
H: 1.5591 -1.1346 3.9864
H: 0.5774 -2.5723 3.4887
H: 0.4371 1.6350 3.2263
H: -1.1846 1.6421 2.4354
H: -1.0306 1.0553 4.0987

Multiplicity: 6
Charge: 0
ΔE to the lowest compared entry with this formula, charge and spin, kJ/mol: 161.8
Kohn-Sham gap (alpha / beta), eV: 5.06 / 5.65
Largest force on an atom, eV/Å: 5.49

(6)
Below is one molecule with the formula C6H7NO3S, with properties calculated with ωB97M-V with the def2-TZVPD basis set.

CARTESIAN COORDINATES (ANGSTROEM)
C: 0.8675 -0.1799 2.7592
C: -0.1338 1.0339 -0.6626
C: -0.2612 0.1189 0.3084
C: 0.2310 0.3766 -1.9379
C: -0.2779 -1.2349 -0.1072
C: 0.2454 -1.1371 -1.6166
N: 1.7905 -0.7971 3.0602
O: -0.0550 2.3513 -0.4456
O: -1.8109 -0.1292 2.4426
O: -0.4012 1.9625 2.1789
S: -0.6310 0.5442 1.9642
H: -0.5818 0.6160 -2.5585
H: 1.1815 0.6510 -2.2111
H: 0.3159 -1.9605 0.5496
H: -1.3082 -1.4109 -0.0972
H: -0.1942 -1.9252 -2.3457
H: 1.2900 -1.4773 -1.7224
H: -0.2667 2.5977 0.4416

Charge: 0
ΔE to the lowest compared entry with this formula, charge and spin, kJ/mol: 159.6
Kohn-Sham gap, eV: 9.86
Largest force on an atom, eV/Å: 3.51

(7)
Below is C12H17BN6O2Zn as an isolated structure, with properties calculated with ωB97M-V with the def2-TZVPD basis set.

CARTESIAN COORDINATES (ANGSTROEM)
H: -0.6285 -2.7083 -1.6783
N: 0.8670 -1.2380 -1.4224
B: 2.5080 0.7176 -1.6467
N: 1.6698 -0.4960 -2.2154
C: 1.5408 -0.9907 -3.4594
Zn: 0.5905 0.1087 1.1280
H: 2.1598 -0.5968 -4.2471
C: 0.5914 -2.0185 -3.4465
H: 0.2480 -2.5955 -4.2888
C: 0.1669 -2.1369 -2.1286
H: 3.3509 1.0268 -2.4396
C: 0.1657 1.0980 2.7686
H: -0.5868 0.4890 3.2808
H: -0.1669 2.1207 2.5783
H: 1.0894 1.0745 3.3507
N: 3.1260 0.2593 -0.2961
N: 1.5560 1.9032 -1.3180
N: 2.3456 -0.2088 0.8018
N: 0.6056 1.7127 -0.3444
C: 4.4253 0.1686 0.0132
C: 1.4625 3.1565 -1.8239
H: 5.2107 0.4617 -0.6691
H: 2.1479 3.5027 -2.5886
C: 4.5486 -0.3736 1.2865
C: 0.3948 3.7973 -1.1748
C: 3.2519 -0.5873 1.7479
C: -0.1223 2.8398 -0.2678
H: 5.4539 -0.6126 1.8052
H: 0.0234 4.7889 -1.3346
H: 2.9329 -0.9888 2.7034
H: -0.9542 2.9278 0.4181
H: 1.0156 -1.2073 -0.4219
C: -3.4744 -1.0434 0.3586
C: -1.9780 -1.0893 0.5341
O: -1.3868 -2.1701 0.7593
O: -1.3926 0.0568 0.4262
H: -3.9195 -2.0195 0.5091
H: -3.7195 -0.7007 -0.6474
H: -3.9113 -0.3474 1.0765

Charge: 0
ΔE to the lowest compared entry with this formula, charge and spin, kJ/mol: 0.0
Kohn-Sham gap, eV: 7.75
Largest force on an atom, eV/Å: 5.47

(8)
Below is C18H20N3O4PdSSb as an isolated structure, with properties calculated with ωB97M-V with the def2-TZVPD basis set.

CARTESIAN COORDINATES (ANGSTROEM)
Pd: 0.5803 0.1587 0.0562
C: 4.5153 -1.4487 -0.4183
C: 5.2957 -0.3389 -0.1517
C: 4.6994 0.9119 -0.0813
C: 3.3391 1.0063 -0.2551
N: 2.5801 -0.0731 -0.4822
C: 3.1555 -1.2800 -0.5663
C: 2.5739 2.2542 -0.2346
C: 3.1265 3.5148 -0.3221
C: 2.2844 4.6081 -0.3361
C: 0.9151 4.4119 -0.2799
C: 0.4239 3.1267 -0.2064
N: 1.2485 2.0754 -0.1768
C: -1.0119 2.7912 -0.1758
C: -2.0188 3.7352 -0.1460
C: -3.3340 3.3106 -0.1214
C: -3.5992 1.9530 -0.1315
C: -2.5330 1.0791 -0.1606
N: -1.2581 1.4825 -0.1891
H: 4.9484 -2.4362 -0.4987
H: 6.3625 -0.4402 0.0003
H: 5.2936 1.7925 0.1199
H: 2.4966 -2.1116 -0.7589
H: 4.1975 3.6406 -0.3944
H: 2.6897 5.6099 -0.4034
H: 0.2437 5.2572 -0.2998
H: -1.7909 4.7922 -0.1346
H: -4.1396 4.0327 -0.0946
H: -4.6140 1.5782 -0.1106
H: -2.6883 0.0165 -0.1450
O: 1.3267 -1.4200 1.8083
S: 0.0907 -2.0052 1.3701
O: -0.3389 -3.3196 1.9080
O: -1.0991 -1.0565 1.5215
O: 0.1001 -2.1490 -0.1973
C: -1.6106 -4.9782 -0.0343
Sb: -2.0452 -2.9839 0.2654
C: -2.7615 -2.4209 -1.5665
C: -3.4212 -2.9098 1.7845
H: -2.5438 -5.4533 -0.3502
H: -1.2469 -5.3844 0.8982
H: -0.8569 -5.0808 -0.8107
H: -3.6025 -3.1163 -1.6849
H: -1.9775 -2.6079 -2.2971
H: -3.0853 -1.3849 -1.6084
H: -4.3728 -3.2523 1.3687
H: -3.4938 -1.9016 2.1766
H: -3.0436 -3.5865 2.5470

Charge: +2
ΔE to the lowest compared entry with this formula, charge and spin, kJ/mol: 205.8
Kohn-Sham gap, eV: 7.64
Largest force on an atom, eV/Å: 5.00

(9)
Below is CF3NO2PtS2 as an isolated structure, with properties calculated with ωB97M-V with the def2-TZVPD basis set.

CARTESIAN COORDINATES (ANGSTROEM)
Pt: -1.6191 0.6632 1.8191
N: -0.5120 -0.6505 1.3061
S: 0.0399 -2.2783 1.6820
S: 0.3529 0.3717 0.4935
O: 1.8024 0.4427 0.6406
O: -0.4428 1.6495 0.6927
C: 0.1330 0.0136 -1.3331
F: 0.7721 0.9294 -2.0449
F: 0.6264 -1.1809 -1.6157
F: -1.1527 0.0396 -1.6403

Multiplicity: 3
Charge: 0
Kohn-Sham gap (alpha / beta), eV: 7.09 / 7.14
Largest force on an atom, eV/Å: 11.69

- Look up the largest force on an atom of the third one.
  0.87 eV/Å